Entry 1:
The following is a DFT calculation (ωB97M-V with the def2-TZVPD basis set) of a 9-piece molecular cluster, C31H77ClIN22O13P2S3Si overall.

Structure (XYZ):
```
151
Properties=species:S:1:pos:R:3:mulliken_charge:R:1
H 0.477 -5.496 -1.637 0.497
H -0.444 1.872 3.991 0.483
H 6.002 -0.892 2.085 0.248
C -5.350 6.715 2.303 0.651
C 0.105 -5.997 -3.662 -1.148
H -1.436 8.307 -4.661 0.203
H -1.363 0.181 2.932 0.403
H -7.441 6.616 2.324 0.163
N 7.077 -4.248 10.762 -0.343
H -4.621 1.273 -2.104 0.338
O -3.329 -2.408 -0.190 -0.023
S 1.777 1.177 3.530 -0.325
H -0.035 1.434 -3.415 -0.472
H -2.054 5.007 -3.625 0.097
C -0.966 -4.132 -2.339 -1.275
N 7.531 -3.576 12.923 -0.392
H -0.682 3.312 -1.822 0.145
C 1.029 -0.838 -4.562 -1.599
H -1.433 -3.787 -3.256 0.090
O -1.448 3.246 5.249 -0.709
C 0.083 1.725 3.055 -1.009
C 0.427 -5.398 -5.048 -0.152
N -6.914 -5.932 0.317 -0.421
O -4.321 6.440 2.912 -0.709
S -0.937 -5.671 -6.153 1.175
H -0.950 0.905 -4.647 0.327
H 1.211 0.204 0.538 0.687
O 5.774 -2.700 11.792 -0.627
C 4.507 1.378 2.029 -0.422
P -2.259 -1.629 0.764 -0.518
C 2.657 2.665 3.057 0.326
C 5.212 2.877 0.665 -0.885
H 1.011 2.040 -5.768 0.156
H 3.738 -0.450 -1.476 0.448
H 0.582 -4.321 -4.983 -0.193
H 2.454 2.935 -5.450 0.167
H -1.592 5.715 5.672 0.201
S 2.112 4.055 3.641 -0.162
H -6.710 -6.909 0.233 0.156
H 6.510 -4.191 9.937 0.194
Si -3.264 -0.260 -3.605 0.785
C -1.701 0.810 -1.429 -1.164
H -0.898 -6.416 -3.618 0.577
C 5.790 -2.721 2.915 0.646
H 7.518 -1.612 2.496 0.150
O -2.180 -5.555 -5.466 -0.590
H 0.773 -6.824 -3.435 0.448
H -2.704 0.497 -1.118 0.929
H -4.394 1.979 -3.707 0.385
H 8.321 -4.191 12.971 0.159
O 4.561 -2.732 2.860 -0.711
N -2.132 5.388 4.893 -0.301
C 0.319 -4.948 -2.571 -0.556
H -2.593 2.896 -2.887 -0.080
H -2.080 5.396 -1.931 0.057
C -4.550 1.044 -3.171 -1.355
N -0.844 -3.112 -1.306 0.901
H 7.859 -4.875 10.770 0.162
H 5.811 3.364 -0.084 0.419
C -4.003 -1.937 -3.143 -0.636
H 0.722 5.935 -4.734 0.206
H 0.804 -2.416 -3.200 0.356
H -4.300 -2.469 -4.048 0.551
H -3.841 -0.997 -5.897 0.445
C -1.283 1.044 0.976 -2.844
O -0.814 -4.414 -7.136 -0.469
H 7.304 -3.010 13.719 0.218
H -1.692 6.679 -5.191 0.208
H 0.455 -0.389 -5.372 0.376
N 1.454 2.900 -5.506 -0.370
C 1.662 0.211 -1.500 0.591
Cl 1.190 2.424 -0.135 -0.033
H 3.238 -1.686 6.287 0.135
N 6.518 -1.661 2.466 -0.339
N -0.850 -1.135 -0.218 0.448
H -2.367 1.018 1.023 0.997
C -6.251 -4.958 -0.367 0.710
C -2.097 4.063 4.606 0.592
N -5.260 -5.405 -1.200 -0.311
H -3.518 0.714 -5.857 0.317
H 5.698 -2.129 8.788 0.130
H 1.730 -1.505 -5.063 0.586
O -1.639 7.835 -2.227 -0.657
C -3.151 -0.251 -5.510 -1.482
C 4.176 3.459 1.311 -0.041
N 3.739 2.492 2.175 0.348
N 6.501 -3.751 3.432 -0.324
H 1.619 -0.072 -4.073 0.051
N -1.975 5.688 -2.890 -0.095
P -1.913 2.648 -1.686 1.341
C 3.159 0.378 -1.071 -1.275
H 3.731 4.430 1.241 0.481
C 6.729 -3.456 11.823 0.640
H -7.648 -5.638 0.936 0.234
N -5.343 7.334 1.099 -0.389
H -4.450 7.558 0.696 0.217
H 1.212 -4.338 -2.703 0.338
H -3.370 -2.615 -2.576 -0.561
H -6.620 5.945 3.689 0.220
H 4.409 0.437 2.541 0.421
H -0.424 -2.351 -4.383 0.537
O -2.761 3.288 -0.653 -1.109
H 4.112 -1.527 8.471 0.154
N -6.584 6.408 2.799 -0.386
C 0.641 3.978 -5.261 0.693
C 5.137 -2.368 6.850 0.701
H 1.354 -5.817 -5.426 0.520
H 0.134 2.655 2.501 0.641
O -6.515 -3.772 -0.250 -0.627
N 1.288 5.126 -4.924 -0.358
N 4.091 -2.126 6.000 -0.251
H -5.019 -6.371 -1.315 0.178
C 0.774 0.678 -0.339 0.182
H 7.500 -3.759 3.504 0.154
H -5.531 0.662 -3.459 0.512
H -2.885 2.743 3.271 0.099
O -0.577 3.910 -5.340 -0.625
H -1.511 -4.554 -7.799 0.367
H -3.405 4.377 2.999 0.229
H -4.195 -2.006 -0.008 0.258
O -0.725 -6.880 -6.858 -0.606
H 1.534 0.918 -2.317 -0.333
H -1.664 -4.871 -1.939 0.828
I -1.438 -3.349 2.352 -0.095
C -0.816 -1.793 -1.454 -0.933
C -1.738 7.012 -3.118 0.509
H 0.089 -0.264 2.121 0.902
H 3.575 1.270 -1.534 0.302
H -6.174 7.560 0.589 0.163
N -2.865 3.711 3.529 -0.182
H 2.285 5.203 -4.854 0.167
H 4.198 -2.408 5.038 0.159
N 4.948 -1.967 8.140 -0.359
H 5.983 -4.534 3.782 0.239
H 3.279 0.462 0.004 0.046
H -4.928 -1.769 -2.588 0.446
N -0.973 1.125 -3.660 -0.095
C -0.742 0.354 -0.304 1.018
O 6.167 -2.905 6.473 -0.657
N -1.611 7.344 -4.443 -0.370
N -0.779 -1.203 -2.659 1.289
H -2.681 6.042 4.359 0.223
N 5.389 1.604 1.110 -0.436
H -0.808 -3.506 -0.373 0.170
C -1.510 0.089 -2.811 -0.104
H -1.108 2.116 0.923 1.043
C 0.133 -1.715 -3.687 -0.798
H -2.131 -0.433 -5.849 0.342
C -0.587 0.578 2.272 -1.596
H 1.570 -0.839 -1.758 -0.232
H -4.753 -4.713 -1.719 0.116
```

Values from the calculation:
Molecular weight = 1314.69 g mol⁻¹
Relative energy (zero: lowest compared OMol25 entry of this formula, charge and spin) = 132.2 kJ/mol
Charge = +1

***

Entry 2:
The following is a DFT calculation (ωB97M-V with the def2-TZVPD basis set) of C31H78BBa2Br2N5O9 as an isolated structure.

Structure (XYZ):
```
128
Properties=species:S:1:pos:R:3:mulliken_charge:R:1
H -4.499 -2.779 2.220 0.395
H -4.742 -1.858 -2.235 0.561
H 5.056 -2.094 1.941 0.333
H 0.179 1.832 5.844 0.510
H -4.225 -6.711 -2.430 0.297
O 1.646 4.347 2.442 -0.086
H -0.794 3.474 2.699 0.545
O 2.058 -2.630 0.298 -0.502
H -3.011 -0.071 4.194 0.114
O 0.594 -2.886 -4.602 -0.794
C -3.225 -6.514 -2.012 -0.820
H 0.913 2.864 0.684 -0.062
N -1.208 -2.032 3.017 1.512
O -2.815 -5.225 -2.343 -0.208
H 1.253 -2.551 5.268 0.410
H -1.464 2.073 -0.512 0.030
H -4.582 -2.027 -0.537 0.224
C -2.781 -1.823 5.388 -1.019
H -1.465 -4.398 5.246 0.323
O 0.448 -3.526 -7.687 -0.903
H -0.726 -0.625 -0.762 -1.187
C -0.411 1.641 3.771 3.496
H -0.635 2.458 -3.920 -0.089
H -3.174 -1.228 6.226 0.444
H 1.097 -0.684 -1.140 -1.245
C -3.985 -1.825 -1.444 -1.369
N 2.650 0.403 -3.903 0.000
H 4.036 3.524 -3.929 0.397
C -2.165 3.985 -4.308 -0.489
H -2.798 -2.389 -3.654 0.261
C -3.698 -4.238 -1.867 -1.002
H -1.484 4.754 -4.653 0.357
H 4.114 1.259 -2.746 -0.059
C -2.616 -1.795 2.838 1.287
H 2.368 5.038 0.657 0.229
H -2.558 -7.241 -2.477 0.229
H 2.535 5.545 3.835 0.331
H 3.592 4.702 1.902 0.589
H -2.320 0.212 2.031 -1.058
C 3.156 2.860 -3.850 -1.224
C 0.385 -2.066 -5.696 0.649
H 1.631 4.738 -1.677 0.162
H 1.584 1.187 4.198 0.245
H 1.323 -3.046 3.555 0.420
C 3.434 -2.607 0.608 -0.253
C 2.172 4.582 -2.612 -0.908
C -2.777 -0.734 1.754 0.585
H -4.320 -1.234 4.043 0.584
H 1.576 4.956 -3.449 0.282
C -1.520 2.636 -4.526 -0.281
C -1.264 -1.905 5.460 -1.264
H -4.559 -4.047 -2.527 0.237
Ba 2.144 -2.299 -2.570 1.659
O 3.581 -0.794 2.454 -0.743
N 1.691 2.387 0.226 1.094
H 2.607 2.935 -4.795 0.318
C 4.097 2.813 0.065 -1.741
H 2.226 0.358 -4.836 0.111
H 0.873 -1.040 -5.532 -0.337
H 3.098 2.249 1.796 -0.103
H -3.502 -0.859 -1.317 0.127
Br -1.108 2.399 -6.407 -0.150
H -3.840 -0.507 1.584 0.495
C 3.944 -2.066 1.958 -0.693
C -0.668 -2.620 4.230 1.847
H 5.029 2.856 0.629 0.547
N -2.157 -2.624 -2.895 -0.286
H -2.278 -2.986 -0.821 -0.201
H -2.188 1.815 -4.272 0.376
H -0.710 -1.869 -5.762 0.048
O -0.958 1.908 1.433 0.760
H -2.368 -1.057 0.795 -0.930
C -2.942 -2.937 -1.688 1.414
B 0.086 -0.354 -1.558 5.596
H -1.021 -2.526 6.329 0.579
C 0.899 -2.436 -7.095 -0.388
O -0.495 -2.492 1.915 -0.935
H -0.859 -0.893 5.546 0.136
C -0.612 2.200 5.193 -1.927
H 0.758 5.505 3.834 0.241
H -3.129 3.971 -4.798 0.442
H -2.249 2.403 2.983 0.394
C 2.662 4.325 1.442 -1.124
H 3.126 5.110 -2.499 0.369
H 4.094 1.838 -0.423 0.203
H 3.711 -3.662 0.383 0.215
H -2.857 2.161 0.632 0.329
O 2.359 3.205 -2.735 0.137
H 1.668 6.431 2.568 0.301
H -0.598 3.297 5.193 0.349
C 2.862 2.911 0.955 1.290
H 4.332 1.474 -5.815 0.367
H 1.609 2.671 -0.749 -0.609
H -3.039 -3.510 1.600 0.225
H 4.094 3.577 -0.720 0.263
H -0.827 0.623 3.811 -2.092
H -1.471 -4.490 3.444 0.310
H 1.382 2.446 3.274 -0.088
H 0.148 0.837 -1.841 -0.819
H -1.763 3.545 0.436 0.350
Br -2.371 4.264 -2.392 -0.163
C -1.814 2.443 0.449 -1.070
H -3.173 -6.664 -0.925 0.325
C 1.639 5.536 3.198 -0.921
H 3.958 -2.071 -0.228 0.085
H 5.082 0.205 -4.815 0.392
C -1.181 2.444 2.742 -1.424
H 2.028 -2.297 -7.149 -0.011
H -4.030 -4.601 -0.881 0.304
H -1.730 -1.727 -2.677 -0.665
C -3.228 -1.141 4.097 -1.002
H 5.559 1.949 -4.687 0.439
H -3.216 -2.821 5.515 0.335
H 3.646 -2.762 2.769 0.123
C -3.465 -3.025 2.483 -2.021
C 4.740 1.236 -4.830 -1.705
H -0.023 -0.986 -2.543 -0.485
H -1.566 1.875 5.618 0.352
C 3.701 1.449 -3.739 0.895
N 1.006 1.507 3.423 -0.197
H 1.164 -1.389 3.935 0.151
H 0.555 -1.510 -7.685 0.032
H 1.860 0.785 -3.365 -0.178
H 0.018 -4.683 4.331 0.477
Ba 0.998 -0.269 1.249 -1.725
H -3.477 -3.730 3.316 0.473
C 0.837 -2.380 4.270 -1.940
C -0.934 -4.148 4.323 -1.817
```

Values from the calculation:
Molecular weight = 1110.27 g mol⁻¹
Calculated total energy = -7402.586643 hartree
Charge = -2